(1)
The following is a quantum chemistry calculation of 2 unconnected molecules or ions with the total composition C3H5N3, from the Open Molecules 2025 dataset.

Each line ends with the Löwdin charge.
Element x y z (Å)
N (-1.642, 2.324, 0.031)  0.1085
C (-0.461, 2.060, 0.259)  -0.3998
C (-0.532, -1.803, -0.172)  -0.0115
N (0.658, -1.384, -0.289)  -0.1307
C (1.746, -0.819, -0.402)  0.0422
N (0.738, 1.964, 0.462)  0.1338
H (-2.338, 1.894, 0.628)  0.0541
H (-1.001, -1.805, 0.807)  0.0781
H (-1.061, -2.170, -1.045)  0.0777
H (2.625, -1.464, -0.296)  0.0544
H (1.267, 1.205, 0.018)  -0.0070

Computed properties:
* Kohn-Sham gap: 9.55 eV
* relative energy (zero: lowest compared OMol25 entry of this formula, charge and spin): 79.1 kcal/mol
* E_HOMO: -0.3264 Ha



(2)
The following is a quantum chemistry calculation of a single C5H7NO2 molecule at a distorted geometry, from the Open Molecules 2025 dataset.

Each line ends with the Löwdin charge.
Element x y z (Å)
C (2.043, -1.034, -0.485)  -0.0467
C (1.305, 0.370, -0.603)  -0.1536
C (1.192, 1.116, 0.925)  0.0685
C (0.190, 0.293, 0.217)  -0.5375
O (-0.882, 0.920, -0.661)  -0.0299
C (-2.082, 0.136, -0.372)  -0.1128
N (-1.787, -0.763, 0.450)  0.0605
O (-0.401, -0.929, 0.625)  -0.0600
H (3.025, -1.010, 0.138)  0.0975
H (1.157, -1.707, 0.036)  0.1214
H (1.988, -1.297, -1.656)  0.1119
H (1.228, 1.039, -1.410)  0.1239
H (1.380, 0.790, 1.920)  0.0946
H (1.228, 2.197, 0.945)  0.0932
H (-3.103, 0.106, -0.926)  0.1688

Computed properties:
* Kohn-Sham gap: 10.24 eV
* relative energy (zero: lowest compared OMol25 entry of this formula, charge and spin): 147.5 kcal/mol
* structure (SMILES): C[C@@H]1C[C@@]12OC=NO2
* E_HOMO: -0.3409 Ha



(3)
The following is a quantum chemistry calculation of a molecular structure, C52H44Cl6FN2O2PTi at a distorted geometry, from the Open Molecules 2025 dataset.

Each line ends with the Löwdin spin population.
Element x y z (Å)
Ti (0.171, -0.496, 1.290)  0.8791
Cl (-1.576, -5.913, -3.757)  0.0000
C (-0.944, -4.763, -2.612)  0.0000
C (-0.043, -3.803, -3.038)  0.0001
C (0.432, -2.887, -2.121)  -0.0001
Cl (1.548, -1.678, -2.668)  0.0001
C (0.038, -2.865, -0.767)  0.0013
O (0.500, -1.947, 0.034)  0.0090
C (-0.861, -3.890, -0.390)  0.0001
Cl (-1.409, -4.011, 1.250)  0.0002
C (-1.353, -4.818, -1.294)  0.0001
H (0.283, -3.756, -4.067)  0.0000
H (-2.060, -5.565, -0.962)  0.0000
Cl (-1.424, -1.309, 5.834)  0.0021
C (-2.383, -1.315, 4.395)  0.0049
C (-3.747, -1.586, 4.461)  -0.0032
C (-4.499, -1.632, 3.303)  0.0052
Cl (-6.202, -1.999, 3.439)  0.0010
C (-3.948, -1.419, 2.026)  0.0004
C (-4.611, -1.528, 0.779)  0.0237
C (-3.855, -1.376, -0.376)  -0.0015
C (-2.508, -1.072, -0.321)  0.0240
N (-1.858, -0.902, 0.856)  0.0023
C (-2.571, -1.112, 1.999)  0.0069
C (-1.790, -1.070, 3.164)  0.0036
O (-0.495, -0.833, 2.978)  0.0092
H (-4.211, -1.776, 5.418)  -0.0003
H (-5.665, -1.760, 0.741)  0.0016
H (-4.317, -1.489, -1.349)  -0.0006
H (-1.915, -0.938, -1.218)  0.0015
C (3.107, 2.578, 4.477)  0.0000
C (2.038, 1.532, 4.156)  0.0000
C (0.794, 1.755, 5.013)  0.0001
C (2.574, 0.129, 4.296)  -0.0004
C (3.063, -0.271, 5.534)  0.0001
C (3.618, -1.522, 5.711)  -0.0004
C (3.701, -2.380, 4.633)  0.0002
C (3.212, -2.035, 3.372)  -0.0001
C (3.325, -3.125, 2.317)  0.0000
C (3.703, -2.716, 0.896)  -0.0001
C (2.052, -3.966, 2.326)  0.0001
C (2.615, -0.768, 3.206)  0.0023
N (2.109, -0.351, 1.924)  0.0069
C (3.026, 0.307, 1.132)  0.0044
C (4.357, 0.593, 1.482)  -0.0001
C (5.199, 1.267, 0.610)  0.0002
C (4.763, 1.687, -0.638)  -0.0006
C (3.449, 1.431, -1.015)  0.0000
C (2.642, 0.764, -0.134)  0.0007
F (1.333, 0.532, -0.480)  0.0107
H (2.718, 3.580, 4.281)  0.0000
H (3.999, 2.436, 3.865)  0.0000
H (3.405, 2.536, 5.528)  0.0000
H (1.753, 1.674, 3.123)  0.0001
H (1.031, 1.696, 6.079)  0.0000
H (0.031, 1.008, 4.799)  0.0001
H (0.380, 2.746, 4.812)  0.0000
H (3.011, 0.420, 6.367)  0.0000
H (3.997, -1.824, 6.680)  0.0000
H (4.145, -3.361, 4.761)  0.0000
H (4.140, -3.766, 2.676)  0.0000
H (2.885, -2.219, 0.381)  0.0000
H (3.948, -3.619, 0.331)  0.0000
H (4.575, -2.060, 0.874)  0.0000
H (1.197, -3.346, 2.085)  0.0001
H (1.874, -4.410, 3.307)  0.0000
H (2.104, -4.765, 1.583)  0.0000
H (4.722, 0.271, 2.447)  0.0000
H (6.218, 1.465, 0.921)  0.0001
H (5.427, 2.213, -1.310)  0.0000
H (3.040, 1.750, -1.965)  0.0000
C (-1.672, -1.474, -6.141)  0.0000
C (-2.782, -1.149, -5.377)  0.0000
C (-2.696, -0.165, -4.402)  0.0000
C (-1.496, 0.506, -4.173)  0.0000
C (-0.384, 0.164, -4.941)  0.0000
C (-0.472, -0.810, -5.921)  0.0000
P (-1.297, 1.632, -2.745)  0.0003
C (-2.973, 2.375, -2.634)  0.0000
C (-3.547, 3.129, -3.658)  0.0000
C (-4.826, 3.640, -3.525)  0.0000
C (-5.552, 3.402, -2.364)  0.0000
C (-4.993, 2.660, -1.340)  0.0000
C (-3.705, 2.153, -1.473)  0.0004
C (-0.312, 3.004, -3.455)  0.0000
C (-0.303, 3.379, -4.798)  0.0000
C (0.474, 4.443, -5.228)  0.0000
C (1.253, 5.147, -4.319)  0.0000
C (1.255, 4.781, -2.982)  0.0000
C (0.483, 3.711, -2.553)  0.0000
H (-1.737, -2.243, -6.900)  0.0000
H (-3.720, -1.667, -5.531)  0.0000
H (-3.571, 0.080, -3.813)  0.0000
H (0.565, 0.654, -4.760)  0.0000
H (0.405, -1.062, -6.505)  0.0000
H (-2.985, 3.317, -4.565)  0.0000
H (-5.259, 4.223, -4.328)  0.0000
H (-6.554, 3.800, -2.261)  0.0000
H (-5.549, 2.469, -0.431)  0.0000
H (-3.275, 1.570, -0.669)  0.0003
H (-0.898, 2.825, -5.515)  0.0000
H (0.475, 4.719, -6.275)  0.0000
H (1.862, 5.977, -4.656)  0.0000
H (1.866, 5.318, -2.268)  0.0000
H (0.504, 3.419, -1.509)  0.0000
Cl (0.509, 2.932, 1.220)  0.0056
C (-0.627, 1.500, 1.157)  -0.0031
H (-1.133, 1.616, 0.200)  0.0021
H (-1.340, 1.669, 1.967)  -0.0007

Computed properties:
* spin multiplicity: 2
* Kohn-Sham gap (alpha / beta): 5.53 / 6.24 eV
* relative energy (zero: lowest compared OMol25 entry of this formula, charge and spin): 0.0 kcal/mol
* E_HOMO (alpha / beta): -0.1443 / -0.1703 Ha
* total charge: -1



What did the first record say?
The following is a quantum chemistry calculation of 2 unconnected molecules or ions with the total composition C3H5N3, from the Open Molecules 2025 dataset.

Each line ends with the Löwdin charge.
Element x y z (Å)
N (-1.642, 2.324, 0.031)  0.1085
C (-0.461, 2.060, 0.259)  -0.3998
C (-0.532, -1.803, -0.172)  -0.0115
N (0.658, -1.384, -0.289)  -0.1307
C (1.746, -0.819, -0.402)  0.0422
N (0.738, 1.964, 0.462)  0.1338
H (-2.338, 1.894, 0.628)  0.0541
H (-1.001, -1.805, 0.807)  0.0781
H (-1.061, -2.170, -1.045)  0.0777
H (2.625, -1.464, -0.296)  0.0544
H (1.267, 1.205, 0.018)  -0.0070

Computed properties:
* Kohn-Sham gap: 9.55 eV
* relative energy (zero: lowest compared OMol25 entry of this formula, charge and spin): 79.1 kcal/mol
* E_HOMO: -0.3264 Ha



Number 1 is which compound?
C3H5N3



The highest relative energy (zero: lowest compared OMol25 entry of this formula, charge and spin) belongs to which entry?
C5H7NO2